[1]
8
Properties=species:S:1:pos:R:3:forces:R:3:nbo_charge:R:1 method="wB97M-V/def2-TZVPD" relative_energy_kcal_mol=5.85 charge=+2 spin_multiplicity=5
O 0.969423 0.061392 -0.850183 0.989 3.510 1.749 -0.79
C 0.031197 0.767778 -0.125201 2.578 0.631 0.157 0.12
C -0.950332 0.025861 0.444387 -1.563 -2.109 1.608 0.18
O -1.023159 -1.290150 0.147313 -1.446 2.199 3.222 -0.54
Li 2.308030 -0.389096 0.331229 1.044 -0.027 0.353 0.99
Ir -0.112150 -1.334288 -1.483278 -0.855 -4.222 -5.894 1.49
H 0.321698 1.749937 0.255320 -0.366 0.131 -0.664 0.27
H -1.544708 0.408567 1.280413 -0.381 -0.114 -0.531 0.28


[2]
7
Properties=species:S:1:pos:R:3:forces:R:3:nbo_charge:R:1 method="wB97M-V/def2-TZVPD" energy_ha=-167.60656 spin_multiplicity=1
O -1.003104 1.069349 -0.561251 0.169 -0.866 1.340 -1.50
Li -1.210728 0.706785 1.211826 0.077 0.034 -1.401 0.94
Li 0.659934 1.140623 -0.681151 0.085 0.428 -0.330 0.92
C -0.075274 -0.752309 -0.387044 -0.359 1.147 0.361 -0.21
C 0.909643 -0.781324 0.397201 -0.226 -0.252 0.137 -0.61
H -0.747217 -1.164566 -1.133055 0.480 -0.089 0.402 0.24
H 1.466747 -0.218557 1.153475 -0.226 -0.402 -0.509 0.21


[3]
8
Properties=species:S:1:pos:R:3:forces:R:3:nbo_charge:R:1 method="wB97M-V/def2-TZVPD" relative_energy_kcal_mol=29.89 charge=+1 spin_multiplicity=3
H -3.392917 -6.153196 6.545272 -0.193 -0.346 0.696 0.05
O -1.909307 -4.098032 3.817503 -0.497 -0.472 0.043 -0.65
C -2.589669 -3.154521 3.425289 0.915 0.967 -0.023 0.04
C -3.987898 -3.083279 4.119295 -0.208 -0.194 0.097 0.36
O -4.332382 -3.977349 4.863178 0.186 0.072 -0.238 -0.57
Ni -1.715629 -1.684348 2.375317 -0.460 -0.613 0.257 0.71
Li -2.898800 -5.447635 4.991469 0.190 0.845 -0.885 0.91
H -4.617723 -2.187880 3.954521 0.066 -0.260 0.053 0.15


[4]
8
Properties=species:S:1:pos:R:3:forces:R:3:mulliken_charge:R:1 method="wB97M-V/def2-TZVPD" relative_energy_kcal_mol=67.81 charge=+1 spin_multiplicity=2
C -1.137262 0.300526 -0.366830 0.220 4.409 -3.289 0.10
C -0.046618 -0.523529 -0.339661 2.224 -1.202 3.022 0.14
O 1.070130 -0.139964 0.360471 -7.461 4.058 -4.684 -0.58
O -1.099256 1.543405 0.074338 -0.191 -3.506 -0.224 -0.65
H -1.496291 0.094084 -1.440925 -1.509 0.309 1.643 0.27
Tl 2.385700 -1.171497 1.192633 6.755 -5.208 4.068 0.46
Li 0.474938 1.482863 1.115404 -0.349 0.652 -0.067 0.90
H -0.151340 -1.585885 -0.595428 0.311 0.489 -0.468 0.35


[5]
7
Properties=species:S:1:pos:R:3:forces:R:3:nbo_charge:R:1 method="wB97M-V/def2-TZVPD" relative_energy_kcal_mol=137.29 smiles="O=CC1=NN1" spin_multiplicity=1
O 0.683965 1.827401 0.344864 -0.478 -0.306 -0.016 -0.46
C -0.245852 1.072060 0.189778 0.338 0.309 0.062 0.31
C -0.201981 -0.354010 0.718419 0.097 0.238 0.244 -0.04
N 1.066533 -0.906969 0.566983 -0.142 -0.235 -0.240 -0.07
N 0.583566 -1.659218 -0.302701 0.157 0.158 0.074 -0.18
H -1.232785 1.428252 -0.159393 0.141 -0.134 -0.089 0.13
H -0.563516 -1.485494 -0.196695 -0.113 -0.030 -0.035 0.30


[6]
7
Properties=species:S:1:pos:R:3:forces:R:3:nbo_charge:R:1 method="wB97M-V/def2-TZVPD" relative_energy_kcal_mol=155.22 spin_multiplicity=1
O 0.725166 1.979233 0.214261 -0.521 -0.766 -0.017 -0.52
C -0.266193 1.285348 0.078400 -0.047 -0.042 -0.269 0.33
C -0.291572 -0.159578 0.152313 -1.974 -2.884 -0.799 -0.17
N 0.646014 -1.022878 0.065179 2.814 -1.735 -0.073 0.01
N 1.303953 -1.928108 -0.029055 1.440 0.815 0.506 -0.01
H -1.274751 1.667361 -0.073843 -0.160 0.519 -0.031 0.13
H -0.842614 -1.821380 -0.407252 -1.552 4.094 0.683 0.24


[7]
7
Properties=species:S:1:pos:R:3:forces:R:3:nbo_charge:R:1 method="wB97M-V/def2-TZVPD" relative_energy_kcal_mol=133.34 smiles="O=N[C@@H]1C=N1" spin_multiplicity=1
O 0.616411 1.463751 0.000697 0.059 0.080 -0.087 -0.42
N -0.584486 1.210957 0.322917 -0.030 -0.435 -0.038 0.04
C -0.838276 -0.074842 0.186315 -0.439 0.340 0.356 -0.07
C 0.825596 -0.506362 -0.284852 -0.292 -0.407 -0.341 0.30
N -0.126808 -0.872333 -0.942245 0.741 0.263 0.229 -0.34
H -1.687195 -0.597300 0.605272 0.187 0.088 -0.070 0.23
H 1.824805 -0.714926 0.081666 -0.225 0.072 -0.049 0.25


[8]
7
Properties=species:S:1:pos:R:3:forces:R:3:nbo_charge:R:1 method="wB97M-V/def2-TZVPD" relative_energy_kcal_mol=43.09 smiles="N#CC(N)=O" spin_multiplicity=1
N 2.313919 1.122892 -0.157196 0.979 0.840 0.167 -0.19
C 1.316023 0.625308 0.077644 -0.477 0.068 -0.337 0.17
C 0.187670 -0.223697 0.022237 1.369 -9.010 -0.429 0.52
N -1.094504 0.079090 -0.194538 -2.997 -1.208 2.170 -0.76
O 0.537585 -1.598295 -0.014764 -1.877 7.814 0.383 -0.58
H -1.622237 0.872956 0.291520 1.585 -1.187 -1.124 0.42
H -1.638456 -0.878251 -0.024901 1.418 2.683 -0.830 0.44


[9]
7
Properties=species:S:1:pos:R:3:forces:R:3:nbo_charge:R:1 method="wB97M-V/def2-TZVPD" relative_energy_kcal_mol=87.81 smiles=N#C[C@H]1NO1 spin_multiplicity=1
N -3.286994 0.499491 -0.075717 -0.575 0.175 -0.010 -0.25
C -2.194884 0.176129 -0.155123 -0.120 -0.330 0.286 0.22
C -0.802341 -0.141328 -0.273986 2.613 3.830 -2.547 0.12
N -0.109321 -0.848288 0.725174 -0.097 0.013 1.851 -0.30
O -0.365022 -1.404657 -0.565971 -0.083 -0.831 -1.149 -0.33
H -0.215285 0.831761 -0.931231 -1.646 -3.052 2.066 0.20
H 0.878463 -0.595603 0.795776 -0.092 0.195 -0.498 0.35


[10]
7
Properties=species:S:1:pos:R:3:forces:R:3:nbo_charge:R:1 method="wB97M-V/def2-TZVPD" relative_energy_kcal_mol=139.52 spin_multiplicity=1
C 1.746790 -0.002495 0.007235 1.350 1.222 0.080 -0.12
C 0.274010 -0.302575 -0.054063 -0.589 0.835 0.087 0.36
N 1.770516 1.248040 0.025619 -0.663 -2.767 -0.088 -0.33
N -0.904185 -0.102725 -0.026066 -0.161 -1.316 0.270 -0.12
O -1.723802 0.949487 -0.021246 -2.650 1.141 0.831 -0.49
H 2.494392 -0.856094 0.039505 -0.808 1.121 -0.071 0.19
H -2.709521 0.732909 0.313159 3.520 -0.235 -1.108 0.50


[11]
8
Properties=species:S:1:pos:R:3:forces:R:3:nbo_charge:R:1 method="wB97M-V/def2-TZVPD" relative_energy_kcal_mol=51.05 smiles="O=c1nco[nH]1" spin_multiplicity=1
O 1.583201 0.037677 1.568407 -0.037 0.097 -1.389 -0.56
C 0.750874 0.083779 0.692329 -0.409 -0.748 0.968 0.70
N -0.491973 0.751548 0.779034 0.610 0.350 1.083 -0.51
C -1.194522 0.382056 -0.202528 2.053 0.472 1.174 0.38
O -0.555879 -0.428120 -1.049346 -1.570 -0.587 -2.535 -0.29
N 0.651366 -0.707719 -0.491849 -0.196 1.043 3.418 -0.34
H -2.172900 0.781357 -0.240173 -1.082 -0.455 -1.310 0.22
H 1.429833 -0.900578 -1.055874 0.629 -0.171 -1.410 0.41


[12]
8
Properties=species:S:1:pos:R:3:forces:R:3:nbo_charge:R:1 method="wB97M-V/def2-TZVPD" relative_energy_kcal_mol=249.20 spin_multiplicity=1
C -0.891221 1.003371 -0.342871 -2.490 4.090 -1.119 0.17
C 0.080901 0.214265 0.123374 2.150 -1.709 2.285 -0.07
N -1.557210 1.937339 -0.645860 1.069 -2.386 0.646 -0.14
N 0.682604 -0.770171 -0.702533 0.454 0.313 -0.055 0.47
O 1.627013 -1.357187 -0.192096 -0.099 -0.281 -0.123 -0.36
O 0.272081 -0.893032 -1.838124 -0.140 -0.307 -0.187 -0.35
H 0.616481 0.288429 1.118065 -1.061 0.147 -1.107 0.28
H -0.830648 -0.423014 2.480046 0.117 0.132 -0.341 0.00